Formula: C44H33ClO5P2S4Ti
Source: the OMol25 dataset
Level of theory: ωB97M-V/def2-TZVPD

Positions of all 90 atoms, in Å:
Ti  -0.8039  0.0303  -0.0811
Cl  -1.1127  -2.2080  1.2262
C  -1.0025  -3.5893  0.1011
C  -1.1545  -4.8064  0.7451
C  -1.1375  -5.9777  0.0081
C  -0.9743  -5.9170  -1.3681
C  -0.8200  -4.6848  -1.9825
C  -0.8142  -3.4794  -1.2751
P  -0.5575  -1.8840  -2.1923
C  1.2142  -2.0051  -2.7024
C  1.7644  -0.8091  -3.1770
C  3.0896  -0.7453  -3.5809
C  3.8979  -1.8757  -3.5029
C  3.3704  -3.0599  -3.0099
C  2.0360  -3.1217  -2.6119
C  -1.3908  -2.2921  -3.7950
C  -2.7387  -2.6625  -3.8330
C  -3.3723  -2.9176  -5.0413
C  -2.6790  -2.8055  -6.2410
C  -1.3416  -2.4418  -6.2157
C  -0.7037  -2.1917  -5.0042
H  -1.2912  -4.8235  1.8181
H  -1.2602  -6.9287  0.5116
H  -0.9692  -6.8209  -1.9646
H  -0.6994  -4.6442  -3.0594
H  1.1504  0.0865  -3.1928
H  3.4960  0.1943  -3.9351
H  4.9368  -1.8263  -3.8069
H  3.9975  -3.9389  -2.9205
H  1.6551  -4.0487  -2.2022
H  -3.2937  -2.7339  -2.9070
H  -4.4201  -3.1932  -5.0396
H  -3.1777  -2.9983  -7.1835
H  -0.7831  -2.3494  -7.1395
H  0.3419  -1.9122  -5.0165
S  -0.7142  1.8752  -1.6655
S  -1.9303  1.1351  -3.2031
S  -3.6704  0.6210  -2.2536
S  -3.1998  -0.9682  -0.9741
O  2.1975  -2.3536  0.5903
C  2.0367  -1.2009  0.2780
O  0.9349  -0.7020  -0.2473
C  3.0901  -0.1389  0.3889
C  4.3836  -0.4716  0.0145
C  5.3806  0.4935  0.0229
C  5.0735  1.7850  0.4282
C  3.7815  2.1068  0.8284
C  2.7627  1.1571  0.8109
P  1.0540  1.4924  1.4721
C  1.3601  0.9187  3.1890
C  0.4642  0.0241  3.7635
C  0.6966  -0.5024  5.0286
C  1.8269  -0.1245  5.7405
C  2.7250  0.7780  5.1804
C  2.4944  1.2867  3.9101
C  1.0846  3.3172  1.5681
C  0.9543  4.0208  2.7623
C  0.9433  5.4115  2.7641
C  1.0493  6.1109  1.5686
C  1.1597  5.4149  0.3712
C  1.1737  4.0264  0.3713
H  4.5846  -1.4884  -0.3010
H  6.3872  0.2416  -0.2891
H  5.8402  2.5502  0.4406
H  3.5696  3.1180  1.1530
H  -0.4369  -0.2455  3.2263
H  -0.0103  -1.2031  5.4554
H  2.0122  -0.5316  6.7276
H  3.6104  1.0799  5.7268
H  3.2114  1.9732  3.4736
H  0.8397  3.4818  3.6943
H  0.8389  5.9466  3.7008
H  1.0318  7.1944  1.5677
H  1.2224  5.9493  -0.5690
H  1.2469  3.4958  -0.5714
O  -4.8558  0.6171  0.9858
C  -4.7900  1.7511  1.6948
C  -6.0264  2.3534  1.9712
C  -6.0960  3.5262  2.6895
C  -4.9355  4.1415  3.1613
C  -3.7214  3.5359  2.9041
C  -3.6244  2.3444  2.1825
C  -2.2439  1.7764  2.0111
O  -1.3451  2.1615  2.7351
O  -2.1082  0.8826  1.0607
H  -4.0053  0.3312  0.5883
H  -6.9157  1.8705  1.5860
H  -7.0651  3.9756  2.8770
H  -4.9823  5.0694  3.7168
H  -2.7976  3.9692  3.2632

Cartesian forces (eV/Å) of the 6 atoms listed first:
-0.60 0.52 -1.09
-0.02 -0.63 -0.16
-0.01 0.33 0.26
0.00 -0.08 -0.03
0.00 0.00 0.00
0.00 0.08 0.04

Computed properties:
Total charge   -1
2S+1   2
<S²>   0.754
Kohn-Sham gap (alpha / beta)   0.25249 / 0.25282 hartree